Molecular formula: C78H171N9O12
Method: DFT, ωB97M-V/def2-TZVPD

E (eV): -121617.72094
Frontier orbital gap (spin up / spin down) (eV): 6.40 / 2.38
Net charge: +1
⟨S²⟩: 0.75
LUMO energy (spin up / spin down) (Eh): -0.0904 / -0.2380
2S+1: 2

Element x y z (Å)
O: 2.41 7.09 3.89
O: 1.56 -4.17 4.06
O: 3.26 3.55 -0.19
O: -0.79 -2.58 -0.69
O: 1.79 2.85 8.74
O: -0.96 -5.75 -8.09
O: -1.60 1.94 1.81
O: -3.23 -0.55 -6.02
O: -0.58 -3.62 2.25
O: 3.51 1.17 -1.75
O: -2.39 5.61 -0.34
O: -7.48 -3.64 1.06
N: -7.71 -2.52 0.18
N: 2.84 -3.60 3.71
N: 3.82 0.08 -2.50
N: -2.51 0.41 -5.43
N: 0.32 -0.32 0.69
N: 0.41 2.92 8.71
N: 4.57 3.63 0.12
N: -0.10 5.78 1.55
N: -1.80 -5.21 -7.17
C: -0.06 4.20 8.06
C: -0.05 5.54 0.10
C: -2.32 1.63 -6.25
C: -3.60 2.53 -6.47
C: 4.27 1.46 -4.58
C: -2.29 2.84 7.80
C: 4.46 -1.67 3.87
C: 3.23 -2.40 4.49
C: 3.17 -5.14 1.90
C: 5.06 -3.70 2.55
C: -2.93 -3.95 1.83
C: 4.99 4.64 -2.08
C: 5.23 4.78 -0.59
C: -1.78 1.24 -7.60
C: -1.62 4.23 8.09
C: -1.32 -5.92 1.99
C: -7.54 -1.76 -2.21
C: 0.99 6.67 2.05
C: -5.73 -1.27 1.09
C: 3.50 -2.68 5.97
C: 7.04 4.71 1.19
C: 5.29 -1.93 -2.89
C: -0.18 -5.54 -5.29
C: 0.33 0.98 7.15
C: -7.26 -1.24 0.70
C: -1.71 1.70 8.55
C: -1.29 2.72 -4.11
C: 3.93 -1.11 -4.77
C: 0.63 -2.37 -0.68
C: 0.43 1.16 0.63
C: 4.66 6.19 -0.23
C: 2.04 0.29 -4.10
C: 4.80 3.42 1.58
C: -1.17 -3.56 -1.61
C: 0.50 5.47 8.88
C: 6.35 3.44 1.74
C: -2.44 -4.97 -4.82
C: -3.91 -4.62 -5.22
C: -7.97 -0.91 2.03
C: 4.38 -5.53 4.15
C: -5.76 -3.42 -1.35
C: -3.90 -6.08 -8.12
C: -8.11 -4.11 -1.71
C: 0.77 -0.87 -0.58
C: -0.15 1.59 8.49
C: -1.41 1.33 -3.47
C: -3.60 5.08 -0.83
C: -2.95 -3.89 -8.88
C: -1.29 4.73 -0.38
C: 1.20 6.49 3.51
C: -1.64 -4.48 2.46
C: 4.15 4.36 2.57
C: 6.34 0.14 -1.87
C: -1.97 -7.29 -5.73
C: -2.06 2.70 2.93
C: 0.45 4.38 6.57
C: -3.90 0.98 -3.31
C: -1.58 -5.78 -5.82
C: -7.24 -2.90 -1.24
C: 2.76 6.82 5.23
C: 5.61 -2.57 3.47
C: -2.63 0.43 -3.93
C: 5.30 -1.60 -4.37
C: 4.31 1.96 1.89
C: -7.03 -0.40 -1.77
C: 3.83 -4.50 3.10
C: -2.29 -0.95 -3.35
C: 5.04 -0.69 -1.99
C: 6.73 4.78 -0.34
C: 2.12 -1.36 4.47
C: -0.21 1.77 1.91
C: -7.58 -0.10 -0.35
C: -1.22 2.57 -5.60
C: 4.70 -1.29 -0.57
C: -3.88 -4.05 -6.58
C: -3.11 -4.91 -7.70
C: 3.57 0.21 -3.98
C: 0.31 0.64 9.61
H: -3.74 1.23 -2.26
H: -5.67 -4.19 -0.58
H: 1.01 -2.64 -1.66
H: 3.76 2.36 -4.24
H: -4.66 -5.40 -5.12
H: -2.11 2.61 6.76
H: -1.96 4.90 7.29
H: 3.14 -1.86 -4.71
H: -9.06 -0.87 1.95
H: 5.16 -5.14 4.82
H: 2.35 -5.84 2.06
H: 3.86 -5.75 1.31
H: 4.58 1.56 2.87
H: -0.99 1.89 -7.98
H: 4.00 -0.86 -5.83
H: 6.41 -2.04 2.96
H: -2.10 1.57 9.56
H: 0.10 6.51 -0.36
H: 6.17 0.98 -1.20
H: -1.51 -7.78 -4.86
H: 0.09 1.03 10.61
H: 1.49 1.37 0.51
H: -1.34 3.55 -6.07
H: -7.65 0.01 2.51
H: -1.46 1.43 -2.39
H: -3.00 -1.71 -3.67
H: -1.70 2.32 3.88
H: -3.44 -6.53 -9.00
H: 6.79 0.48 -2.80
H: -0.41 3.20 -3.70
H: 0.87 4.99 -0.11
H: 0.20 2.78 2.02
H: 1.80 -0.58 -0.78
H: -0.61 -0.58 0.99
H: -4.82 -5.77 -8.60
H: -2.67 1.06 -8.19
H: -3.04 -7.39 -5.58
H: -5.39 -3.93 -2.23
H: 7.20 5.69 -0.73
H: 3.22 4.60 2.04
H: 1.63 1.15 -3.58
H: -5.40 -0.42 1.70
H: 3.78 3.85 3.46
H: 6.00 -2.98 4.41
H: -1.58 3.93 0.30
H: -0.74 -3.38 -2.59
H: 3.95 4.57 -2.40
H: -3.08 -2.96 2.25
H: -3.96 -3.82 -9.29
H: 1.20 5.41 3.71
H: -0.71 -3.27 1.37
H: -4.05 2.90 -5.55
H: 5.20 7.09 -0.54
H: -2.15 -0.83 -2.28
H: 1.06 -3.70 3.39
H: -1.22 4.32 -1.39
H: -0.16 1.55 -0.20
H: -2.84 -3.99 0.74
H: 6.92 2.62 1.31
H: 4.84 1.25 1.25
H: -2.18 3.26 -3.80
H: -3.81 -4.51 2.14
H: -3.71 4.04 -0.52
H: -7.79 -1.75 2.70
H: 1.21 1.44 6.70
H: -8.62 -1.72 -2.36
H: 4.76 -0.97 4.65
H: -4.51 5.63 -0.59
H: 1.54 4.27 6.63
H: 0.60 -0.07 7.18
H: 0.03 -4.48 -5.43
H: -1.32 -1.19 -3.80
H: -4.22 1.87 -3.84
H: -3.38 2.94 7.89
H: 0.08 6.43 8.58
H: 3.55 -6.00 4.66
H: 0.15 -0.43 -1.36
H: 3.24 1.81 1.75
H: 4.70 -2.81 -2.67
H: -4.93 -3.88 -6.85
H: 6.55 3.38 2.81
H: 8.11 4.64 1.37
H: 4.61 6.14 0.86
H: -4.36 1.84 -6.85
H: -0.40 -5.01 -8.33
H: 5.30 1.45 -4.22
H: -2.55 -1.02 -6.51
H: -7.77 -4.60 -2.63
H: 0.44 5.36 6.10
H: -4.62 0.16 -3.40
H: -1.92 4.69 9.03
H: -1.78 -4.55 3.54
H: 1.93 6.96 5.92
H: 0.39 5.33 9.95
H: 0.16 3.59 5.88
H: -5.09 -1.27 0.21
H: 0.35 6.97 4.00
H: 7.24 3.89 -0.71
H: 1.97 6.43 1.64
H: -8.66 -0.05 -0.27
H: 4.32 -3.39 6.14
H: -3.63 5.16 -1.92
H: -0.11 -0.36 9.67
H: -9.17 -3.87 -1.70
H: -5.05 -2.59 -1.28
H: -4.04 -6.87 -7.39
H: -7.22 0.48 -2.37
H: 1.38 0.45 9.53
H: 6.12 -0.97 -4.72
H: 0.52 -6.23 -5.74
H: 5.51 5.44 -2.62
H: 5.93 -4.36 2.47
H: 3.87 -1.98 -0.66
H: 3.74 7.13 5.60
H: 2.44 -0.36 4.75
H: -0.32 -6.22 2.28
H: 4.23 -1.06 2.99
H: 0.80 7.70 1.75
H: 1.24 -1.46 5.10
H: -4.36 -3.88 -4.57
H: -1.01 6.10 1.85
H: 1.78 -1.25 3.44
H: 4.63 5.34 2.64
H: 5.52 -1.84 -0.10
H: 5.55 -2.47 -4.97
H: 4.26 1.53 -5.67
H: -2.28 -4.30 -9.63
H: 7.14 -0.33 -1.29
H: 2.80 -4.39 1.20
H: -5.46 -2.13 1.69
H: 1.55 5.69 8.66
H: 5.47 3.73 -2.44
H: -2.48 -5.57 -3.91
H: -2.17 0.92 7.94
H: -0.44 0.84 -3.51
H: 1.16 -2.96 0.07
H: -2.26 -3.55 -1.64
H: 3.16 2.63 -0.43
H: 3.64 6.45 -0.52
H: -2.60 -2.90 -8.60
H: 3.73 -1.76 6.50
H: -2.04 -4.00 -4.51
H: 1.70 0.29 -5.13
H: 4.33 -0.55 0.15
H: 1.91 2.83 9.70
H: -0.48 0.93 6.42
H: -6.97 -1.95 -3.12
H: -0.19 2.30 -5.80
H: 2.63 -3.10 6.47
H: -1.68 -7.80 -6.65
H: -1.31 0.27 -7.45
H: -3.26 3.35 -7.10
H: -7.02 0.72 0.11
H: -1.87 3.77 2.98
H: 0.15 1.30 2.82
H: 1.62 -0.55 -3.54
H: 6.72 5.70 1.52
H: 4.90 -3.29 1.55
H: -1.40 -5.91 0.91
H: 2.90 5.75 5.30
H: 6.30 -2.30 -2.72
H: -8.38 -3.96 1.15
H: -5.94 -0.49 -1.74
H: -3.14 2.65 3.08
H: -2.08 -6.58 2.41
H: -0.76 -4.49 -1.22
H: -0.02 -5.89 -4.27
H: -8.17 -4.85 -0.91
H: -3.45 -3.06 -6.42
H: 4.28 1.75 -1.86
H: 4.80 -6.42 3.68